Molecular formula: C42H39N2O4S4SbTcTe
Method: DFT, wB97M-V/def2-TZVPD

Results
energy = -114722.4119 eV
relative energy (zero: lowest compared OMol25 entry of this formula, charge and spin) = 0.475 eV
gap between HOMO and LUMO = 6.06 eV
LUMO level = -4.26 eV
M = 1111.412 g/mol

ORCA input file:
```
! wB97M-V def2-TZVPD RIJCOSX def2/J DEFGRID3
* xyz 1 1
Tc 0.434 -2.055 0.166
C -1.529 4.550 -1.707
C -2.144 3.516 -0.762
C -3.237 4.195 0.078
O -2.694 2.398 -1.454
C -1.916 1.246 -1.250
C -0.724 1.739 -0.406
O -1.131 2.986 0.084
C -0.270 0.862 0.809
O 0.195 -0.347 0.370
C -1.345 0.588 1.866
C -1.096 -0.433 2.776
C -1.983 -0.729 3.793
C -3.148 0.004 3.929
C -3.413 1.010 3.019
C -2.524 1.306 2.000
C 0.887 1.663 1.414
C 2.108 1.673 0.749
C 3.169 2.410 1.245
C 3.009 3.158 2.400
C 1.792 3.155 3.059
C 0.733 2.407 2.572
C -1.495 0.584 -2.601
O -0.473 -0.390 -2.298
C -0.826 1.615 -3.496
C -1.617 2.587 -4.103
C -1.044 3.558 -4.905
C 0.324 3.564 -5.126
C 1.115 2.592 -4.541
C 0.545 1.625 -3.729
C -2.678 -0.082 -3.292
C -2.777 -0.074 -4.682
C -3.849 -0.668 -5.323
C -4.811 -1.343 -4.591
C -4.693 -1.405 -3.215
C -3.643 -0.776 -2.569
H -2.255 4.831 -2.462
H -0.644 4.157 -2.195
H -1.252 5.423 -1.125
H -3.732 4.965 -0.506
H -2.779 4.649 0.953
H -3.993 3.478 0.391
H -2.500 0.516 -0.668
H 0.158 1.850 -1.060
H -0.183 -0.998 2.705
H -1.756 -1.533 4.475
H -3.838 -0.210 4.729
H -4.321 1.584 3.107
H -2.753 2.113 1.334
H 2.235 1.104 -0.169
H 4.114 2.411 0.723
H 3.831 3.742 2.783
H 1.660 3.737 3.958
H -0.216 2.421 3.084
H -2.683 2.580 -3.929
H -1.670 4.313 -5.359
H 0.770 4.318 -5.757
H 2.181 2.580 -4.716
H 1.184 0.874 -3.284
H -2.013 0.402 -5.278
H -3.930 -0.599 -6.397
H -5.640 -1.823 -5.087
H -5.422 -1.944 -2.628
H -3.589 -0.860 -1.494
S -0.532 -4.591 -4.465
Sb 0.438 -2.625 -4.051
S 0.148 -4.147 0.241
S -0.891 -1.944 -1.857
S 2.768 -3.453 -2.801
N 2.485 -1.573 6.176
C 2.263 -1.782 4.873
C 1.583 -2.929 4.421
C 1.303 -3.069 3.089
N 1.652 -2.165 2.162
C 2.384 -1.119 2.572
C 2.700 -0.881 3.885
H 2.131 -2.212 6.864
H 2.930 -0.734 6.500
H 1.263 -3.685 5.119
H 0.770 -3.935 2.722
H 2.704 -0.418 1.810
H 3.266 -0.002 4.152
Te 2.901 -2.344 -0.806
C 3.701 -3.987 0.335
C 4.633 -3.721 1.327
C 5.153 -4.770 2.068
C 4.756 -6.071 1.808
C 3.832 -6.327 0.806
C 3.304 -5.286 0.064
H 4.969 -2.709 1.512
H 5.875 -4.572 2.845
H 5.185 -6.892 2.363
H 3.518 -7.336 0.593
H 2.595 -5.486 -0.729
*
```

---

Molecular formula: C42H39N4O4PSTl
Method: DFT, wB97M-V/def2-TZVPD

Results
energy = -83144.4831 eV
gap between HOMO and LUMO (alpha / beta) = 5.35 / 6.31 eV
LUMO level (alpha / beta) = -4.83 / -4.16 eV
M = 931.222 g/mol

ORCA input file:
```
! wB97M-V def2-TZVPD RIJCOSX def2/J DEFGRID3
* xyz 1 1
Tl 0.047 1.342 -1.155
C 7.037 -0.079 -1.780
C 6.825 -0.203 -0.415
C 5.600 0.142 0.138
C 4.574 0.610 -0.678
C 4.791 0.724 -2.051
C 6.019 0.391 -2.598
P 2.924 1.136 -0.083
C 2.799 0.575 1.654
C 2.291 1.424 2.636
C 2.074 0.954 3.924
C 2.349 -0.367 4.241
C 2.841 -1.223 3.265
C 3.053 -0.760 1.976
C 3.172 2.950 0.138
C 4.409 3.405 0.526
C 4.661 4.769 0.744
C 3.664 5.682 0.570
C 2.372 5.277 0.174
C 1.334 6.226 0.015
C 0.073 5.854 -0.341
C -0.209 4.489 -0.581
C 0.785 3.579 -0.417
C 2.109 3.885 -0.050
H 7.994 -0.351 -2.206
H 7.617 -0.565 0.226
H 5.457 0.060 1.207
H 3.992 1.085 -2.690
H 6.181 0.493 -3.663
H 2.076 2.460 2.401
H 1.695 1.629 4.681
H 2.175 -0.734 5.244
H 3.064 -2.253 3.510
H 3.429 -1.443 1.222
H 5.215 2.699 0.672
H 5.648 5.083 1.056
H 3.843 6.737 0.745
H 1.573 7.270 0.179
H -0.717 6.585 -0.456
H -1.208 4.208 -0.896
C -4.828 0.255 -4.207
C -3.480 0.544 -4.375
C -2.714 0.935 -3.293
C -3.278 1.062 -2.016
C -4.646 0.774 -1.863
C -5.402 0.371 -2.948
N -2.475 1.312 -0.916
C -2.844 2.157 0.081
C -3.891 3.102 -0.028
C -4.216 3.901 1.046
C -3.515 3.796 2.246
C -2.460 2.895 2.361
C -2.122 2.089 1.299
H -5.428 -0.051 -5.054
H -3.029 0.468 -5.355
H -1.669 1.185 -3.428
H -5.089 0.826 -0.876
H -6.451 0.144 -2.809
H -4.417 3.205 -0.968
H -5.020 4.620 0.953
H -3.787 4.420 3.087
H -1.907 2.820 3.289
H -1.321 1.363 1.394
C -5.480 -6.211 0.379
C -4.268 -5.305 0.550
S -2.816 -6.354 0.780
O -2.955 -7.051 2.024
O -2.605 -7.085 -0.439
C -1.421 -5.189 0.960
C -0.894 -4.773 -0.416
N -0.210 -3.474 -0.416
C -0.817 -2.267 -0.409
N 0.078 -1.277 -0.505
C 1.297 -1.871 -0.568
C 1.146 -3.222 -0.511
N 2.205 -4.182 -0.494
O 1.934 -5.356 -0.304
O 3.326 -3.735 -0.645
C -2.284 -2.100 -0.339
H -6.374 -5.617 0.201
H -5.631 -6.813 1.274
H -5.329 -6.881 -0.466
H -4.346 -4.672 1.434
H -4.089 -4.710 -0.346
H -0.681 -5.750 1.529
H -1.772 -4.355 1.568
H -1.704 -4.738 -1.144
H -0.187 -5.516 -0.754
H 2.211 -1.310 -0.650
H -2.766 -2.916 0.188
H -2.701 -2.041 -1.348
H -2.509 -1.166 0.162
*
```

---

Molecular formula: C42H40BiF6N8O10S2Sb
Method: DFT, wB97M-V/def2-TZVPD

Results
energy = -126944.8420 eV
gap between HOMO and LUMO = 5.70 eV
LUMO level = -1.29 eV
M = 1325.690 g/mol

ORCA input file:
```
! wB97M-V def2-TZVPD RIJCOSX def2/J DEFGRID3
* xyz 0 1
Bi 0.021 0.442 -0.041
O -2.543 3.569 0.941
C -1.889 2.733 0.369
O -1.043 1.935 0.986
C -1.922 2.608 -1.139
C -2.749 3.453 -1.838
C -2.951 3.190 -3.196
C -2.287 2.191 -3.861
C -2.794 1.810 -5.156
C -2.701 0.680 -5.888
C -1.919 -0.497 -5.476
C -0.695 0.193 -3.667
C -1.056 1.618 -3.157
N -1.124 1.687 -1.690
H -3.318 4.195 -1.302
H -3.733 3.722 -3.725
H -3.450 2.567 -5.577
H -3.184 0.642 -6.854
H -2.119 -1.425 -6.007
H 0.731 -1.025 -3.585
F -4.943 -0.871 -4.513
C -4.600 -0.619 -3.243
F -5.406 -1.292 -2.436
F -4.723 0.671 -3.014
S -2.884 -1.328 -2.990
O -2.410 -0.973 -1.699
O -3.101 -2.693 -3.342
N -1.835 -0.672 -4.035
S -0.108 0.029 -5.507
O 0.773 -1.161 -5.323
O 0.252 -0.443 -2.927
C 0.141 2.548 -3.584
F 1.358 2.038 -3.292
F 0.143 2.768 -4.922
F 0.068 3.749 -3.008
N 9.498 2.743 -4.286
C 8.540 2.437 -3.729
C 7.360 2.061 -3.015
C 6.169 1.813 -3.695
C 5.028 1.481 -2.986
C 5.070 1.372 -1.599
C 6.270 1.595 -0.926
C 7.408 1.951 -1.624
C 3.849 1.069 -0.800
C 3.925 -0.125 -0.068
C 4.897 -1.151 -0.277
C 4.796 -2.003 0.799
C 3.784 -1.452 1.625
N 3.239 -0.366 1.097
C 2.917 2.111 -0.775
C 3.253 3.424 -1.224
C 2.175 4.233 -0.980
C 1.188 3.407 -0.424
N 1.599 2.147 -0.286
H 6.143 1.894 -4.773
H 4.091 1.309 -3.500
H 6.293 1.515 0.153
H 8.336 2.149 -1.105
H 5.564 -1.234 -1.120
H 5.395 -2.878 1.004
H 3.502 -1.765 2.625
H 4.203 3.725 -1.633
H 2.083 5.289 -1.166
H 0.200 3.711 -0.130
N 1.076 -5.605 2.265
C 1.889 -5.294 1.045
C 1.108 -4.271 0.208
N 0.716 -3.110 0.959
C 0.050 -3.397 2.206
C 0.846 -4.367 3.082
H 1.518 -6.335 2.822
H 0.159 -5.946 1.960
H 2.062 -6.215 0.488
H 2.842 -4.878 1.372
H 0.209 -4.763 -0.185
H 1.726 -3.968 -0.636
H 1.453 -2.426 1.065
H -0.933 -3.836 2.002
H -0.115 -2.457 2.729
H 0.303 -4.632 3.988
H 1.817 -3.952 3.349
C 1.947 -0.009 4.556
Sb 0.720 0.586 2.832
C 1.704 2.499 2.856
C -0.938 1.217 4.062
H 1.789 0.727 5.342
H 2.999 -0.007 4.273
H 1.684 -0.992 4.947
H 2.011 2.737 3.873
H 1.024 3.262 2.485
H 2.585 2.455 2.216
H -0.636 2.042 4.705
H -1.290 0.385 4.672
H -1.739 1.533 3.400
O -3.567 -0.243 1.308
C -2.698 -1.098 1.281
O -1.422 -0.927 1.395
C -3.133 -2.566 1.204
C -2.418 -3.481 0.438
C -2.837 -4.801 0.334
C -3.930 -5.243 1.058
C -4.610 -4.333 1.855
C -4.252 -2.994 1.900
N -5.708 -4.813 2.690
O -6.191 -4.043 3.497
O -6.067 -5.971 2.546
H -1.534 -3.131 -0.074
H -2.312 -5.487 -0.320
H -4.257 -6.272 1.028
H -4.836 -2.292 2.478
*
```

---

Molecular formula: C42H40F5N6OS7SbW
Method: DFT, wB97M-V/def2-TZVPD

Results
energy = -152984.8112 eV
relative energy (zero: lowest compared OMol25 entry of this formula, charge and spin) = 0.000 eV
gap between HOMO and LUMO (alpha / beta) = 7.28 / 6.30 eV
LUMO level (alpha / beta) = -0.02 / -0.82 eV
M = 1269.882 g/mol

ORCA input file:
```
! wB97M-V def2-TZVPD RIJCOSX def2/J DEFGRID3
* xyz 0 3
W 1.521 -1.254 1.681
S 5.354 -2.680 -2.617
Sb 5.293 -1.054 -0.932
S 2.784 -1.819 -0.429
S 3.370 -2.828 1.235
S 4.878 0.412 -2.679
N 0.847 -3.272 2.643
C -0.580 -3.592 2.875
C -1.277 -2.549 3.733
C -1.495 -1.225 3.017
N -0.258 -0.453 2.771
H 1.253 -3.952 2.005
H 1.342 -3.390 3.522
H -0.656 -4.568 3.361
H -1.065 -3.659 1.907
H -0.716 -2.394 4.655
H -2.257 -2.943 4.012
H -2.188 -0.609 3.594
H -1.954 -1.405 2.050
H -0.020 0.064 3.611
H -0.539 0.253 2.052
N -0.068 -1.780 0.374
S -1.163 -1.903 -0.601
N -2.189 -0.746 -0.924
S -1.828 0.822 -0.724
N -1.358 1.344 0.549
S 1.331 2.322 0.489
N 1.776 0.844 1.061
C 2.598 3.047 -0.532
C 2.032 3.801 -1.560
C 2.857 4.438 -2.470
C 4.235 4.303 -2.361
C 4.785 3.543 -1.340
C 3.972 2.904 -0.415
C 1.369 3.317 1.979
C 0.192 3.307 2.721
C 0.157 3.983 3.930
C 1.280 4.664 4.381
C 2.439 4.680 3.619
C 2.493 4.006 2.408
C -3.405 1.502 -1.235
C -4.412 0.738 -1.804
C -5.598 1.357 -2.178
C -5.759 2.723 -1.994
C -4.742 3.478 -1.421
C -3.562 2.866 -1.032
C -0.821 1.128 -2.204
C 0.482 0.640 -2.174
C 1.294 0.749 -3.291
C 0.802 1.358 -4.439
C -0.498 1.842 -4.469
C -1.322 1.726 -3.353
C -0.654 -2.465 -2.231
C 0.519 -3.185 -2.369
C 0.944 -3.559 -3.636
C 0.176 -3.234 -4.744
C -1.025 -2.549 -4.591
C -1.447 -2.158 -3.332
C -2.343 -3.205 -0.190
C -1.985 -4.527 -0.412
C -2.866 -5.540 -0.065
C -4.094 -5.228 0.504
C -4.443 -3.902 0.725
C -3.571 -2.883 0.371
H 0.954 3.879 -1.643
H 2.423 5.018 -3.273
H 4.882 4.773 -3.090
H 5.857 3.414 -1.273
H 4.401 2.285 0.360
H -0.669 2.769 2.338
H -0.750 3.979 4.520
H 1.251 5.186 5.328
H 3.312 5.218 3.967
H 3.399 4.017 1.820
H -4.257 -0.322 -1.948
H -6.395 0.772 -2.620
H -6.682 3.201 -2.296
H -4.871 4.543 -1.280
H -2.759 3.426 -0.568
H 0.852 0.166 -1.273
H 2.312 0.373 -3.262
H 1.438 1.454 -5.310
H -0.882 2.310 -5.367
H -2.338 2.091 -3.392
H 1.103 -3.428 -1.496
H 1.882 -4.087 -3.751
H 0.513 -3.515 -5.733
H -1.628 -2.309 -5.458
H -2.363 -1.600 -3.191
H -1.026 -4.763 -0.856
H -2.597 -6.572 -0.249
H -4.783 -6.019 0.767
H -5.401 -3.660 1.166
H -3.837 -1.843 0.508
O 4.104 0.598 1.344
C 2.939 0.275 1.389
F 3.320 -2.170 4.027
C 2.401 -1.184 3.742
F 1.344 -1.493 4.641
C 2.971 0.085 4.417
F 2.976 -0.019 5.755
F 4.209 0.360 4.039
F 2.178 1.141 4.115
*
```